No. 1
Density functional theory data (wB97M-V/def2-TZVPD) for a molecular structure, C41H66IIrP2SeSi2 in a non-equilibrium geometry.

Geometry as XYZ:
```
114
Properties=species:S:1:pos:R:3:lowdin_spin:R:1
Ir 9.610 11.012 13.710 1.086
C 6.042 9.894 13.551 0.021
Si 7.849 9.409 13.805 0.091
C 8.307 8.239 12.426 0.224
C 8.152 6.875 12.480 0.118
C 8.560 6.069 11.388 0.493
C 9.232 6.658 10.340 0.187
C 9.423 8.059 10.272 0.208
C 8.934 8.852 11.295 0.527
P 9.440 10.598 11.443 0.130
C 11.052 10.782 10.587 0.027
C 11.576 12.243 10.563 0.041
C 13.061 12.261 10.150 0.006
C 13.449 10.954 9.409 0.001
C 13.411 9.792 10.375 0.002
C 12.124 9.889 11.276 0.026
C 8.362 11.575 10.192 0.051
C 8.540 11.378 8.659 0.003
C 7.787 10.200 8.050 0.004
C 6.299 10.165 8.440 0.001
C 6.081 10.310 9.954 0.010
C 6.850 11.507 10.501 0.002
C 7.694 8.568 15.490 0.009
C 6.896 7.450 15.798 0.002
C 6.915 6.920 17.087 0.001
C 7.701 7.510 18.074 0.001
C 8.450 8.662 17.778 0.001
C 8.452 9.167 16.484 0.005
P 9.623 10.472 15.962 0.083
C 9.642 11.877 17.200 0.018
C 9.399 11.576 18.698 0.003
C 9.673 12.858 19.499 0.002
C 8.991 14.135 18.888 0.000
C 8.034 13.812 17.730 0.000
C 8.607 12.864 16.649 0.005
C 11.290 9.634 16.148 0.021
C 11.446 8.424 15.200 0.037
C 11.221 7.035 15.841 0.004
C 12.066 6.830 17.118 0.002
C 11.899 7.993 18.137 0.000
C 11.984 9.397 17.509 0.002
H 5.775 9.791 12.479 0.001
H 5.812 10.925 13.871 0.001
H 5.412 9.173 14.115 0.002
H 7.718 6.421 13.349 0.000
H 8.275 5.016 11.454 0.025
H 9.624 6.015 9.538 0.004
H 9.916 8.532 9.382 0.005
H 10.865 10.411 9.548 0.004
H 11.440 12.637 11.595 0.026
H 10.992 12.884 9.863 0.001
H 13.711 12.328 11.072 0.004
H 13.291 13.177 9.549 0.000
H 14.425 11.064 8.948 0.000
H 12.689 10.780 8.617 0.000
H 14.270 9.873 11.059 0.000
H 13.459 8.819 9.830 0.001
H 12.319 10.295 12.267 0.016
H 11.670 8.910 11.450 0.007
H 8.705 12.601 10.453 0.004
H 9.593 11.315 8.337 0.000
H 8.162 12.330 8.172 0.002
H 8.258 9.239 8.321 0.003
H 7.868 10.295 6.944 0.000
H 5.800 9.257 8.068 0.000
H 5.767 11.001 7.914 0.000
H 6.345 9.404 10.518 0.006
H 5.010 10.451 10.151 0.001
H 6.650 11.596 11.568 0.000
H 6.436 12.449 10.088 0.001
H 6.313 6.984 14.990 0.000
H 6.298 6.044 17.353 0.000
H 7.747 7.139 19.100 0.000
H 9.089 9.098 18.530 0.000
H 10.659 12.262 17.083 0.003
H 10.099 10.768 19.019 0.000
H 8.343 11.243 18.808 0.000
H 10.786 12.991 19.519 0.000
H 9.399 12.714 20.547 0.000
H 9.739 14.907 18.639 0.000
H 8.453 14.710 19.705 0.000
H 7.780 14.770 17.228 0.000
H 7.068 13.425 18.139 0.000
H 9.026 13.452 15.808 0.002
H 7.748 12.310 16.208 0.001
H 11.884 10.413 15.671 0.008
H 12.502 8.511 14.834 0.000
H 10.819 8.564 14.302 0.030
H 11.460 6.288 15.103 0.000
H 10.132 6.872 16.028 0.000
H 13.122 6.746 16.870 0.000
H 11.844 5.905 17.679 0.000
H 12.647 7.953 18.941 0.000
H 10.969 7.929 18.666 0.000
H 13.071 9.586 17.324 0.001
H 11.680 10.204 18.214 0.000
I 9.338 14.793 13.321 0.316
C 8.475 12.546 13.411 0.136
H 7.941 12.596 12.478 0.009
H 7.684 12.766 14.120 0.036
C 15.324 13.194 13.834 0.005
Si 14.225 11.707 14.349 0.067
C 14.940 10.158 13.515 0.007
C 14.471 11.440 16.215 0.026
Se 12.092 12.403 13.853 0.774
H 16.361 12.977 14.169 0.001
H 15.013 14.168 14.246 0.000
H 15.412 13.322 12.747 0.000
H 15.913 9.942 14.032 0.001
H 15.218 10.465 12.504 0.000
H 14.305 9.244 13.548 0.000
H 15.366 12.050 16.487 0.002
H 14.680 10.375 16.479 0.002
H 13.667 11.787 16.857 0.000
```

Computed properties:
- Multiplicity: 6
- Total charge: +1
- ⟨S²⟩: 8.789
- E_LUMO (spin up / spin down): -2.51 / -5.71 eV
- Maximum force: 5.67 eV/Å
- E_HOMO (spin up / spin down): -0.2815 / -0.4120 Eh

=====

No. 2
Density functional theory data (wB97M-V/def2-TZVPD) for 4 unconnected molecules or ions with the total composition C41H67F17O11S in a non-equilibrium geometry.

Geometry as XYZ:
```
137
Properties=species:S:1:pos:R:3:lowdin_charge:R:1
C 0.802 -2.833 1.950 -0.096
C 0.152 -1.662 1.138 -0.241
C -0.088 -2.200 -0.300 -0.192
C -0.540 -1.112 -1.319 -0.102
C -2.104 -0.909 -1.421 -0.353
C -2.514 -1.664 -2.717 -0.049
C -2.037 -3.188 -2.616 -0.278
C -3.000 -4.199 -3.347 0.033
O -2.840 -4.020 -1.824 -0.128
O -2.638 -1.626 -0.276 -0.182
S -4.239 -1.534 -0.106 0.663
O -4.497 -1.122 1.253 -0.279
O -4.951 -2.756 -0.334 -0.256
C -4.964 -0.294 -1.204 -0.118
C -4.027 0.901 -1.665 -0.306
C -4.635 2.188 -1.009 -0.109
C -4.473 3.542 -1.775 -0.157
C -4.402 4.796 -0.854 -0.057
C -4.459 6.021 -1.789 -0.426
F -3.485 5.978 -2.738 0.109
F -5.633 6.083 -2.468 0.111
C -4.264 7.387 -1.013 -0.560
F -4.495 7.263 0.280 0.183
F -4.981 8.352 -1.568 0.182
F -2.981 7.755 -1.176 0.150
C -4.334 1.042 -3.202 -0.121
C -5.830 1.256 -3.574 -0.082
C -6.467 0.058 -4.268 -0.230
F -5.926 -0.492 -5.363 0.098
C -7.577 -0.458 -3.821 -0.352
F -8.265 -1.344 -4.491 0.174
F -8.114 -0.144 -2.666 0.155
C -2.497 0.631 -1.383 -0.228
C -1.531 1.527 -2.220 -0.127
C -1.201 1.120 -3.690 -0.167
C -0.765 2.422 -4.436 -0.270
O -0.238 2.185 -5.719 -0.050
C -2.175 1.010 0.137 -0.082
C -1.755 2.477 0.391 -0.047
C -1.866 2.941 1.855 -0.406
F -2.410 1.990 2.659 0.128
F -2.751 3.976 1.927 0.109
C -0.508 3.297 2.536 -0.348
F -0.854 3.734 3.780 0.140
F 0.186 2.172 2.747 0.171
C 0.298 4.467 1.903 -0.322
F -0.492 5.458 1.467 0.170
F 1.014 5.029 2.904 0.149
C 1.317 4.142 0.755 -0.533
F 2.433 4.845 0.892 0.181
F 1.653 2.869 0.590 0.178
F 0.778 4.561 -0.408 0.150
H 0.019 -3.606 2.036 0.081
H 1.192 -2.488 2.915 0.074
H 1.604 -3.284 1.341 0.054
H 0.921 -0.866 1.106 0.111
H -0.776 -1.327 1.626 0.104
H 0.924 -2.505 -0.641 0.119
H -0.681 -3.126 -0.310 0.114
H -0.035 -0.196 -0.964 0.111
H -0.137 -1.293 -2.327 0.111
H -3.589 -1.818 -2.877 0.105
H -1.974 -1.388 -3.629 0.121
H -0.956 -3.398 -2.681 0.139
H -2.581 -5.206 -3.299 0.105
H -4.070 -3.977 -3.353 0.112
H -5.270 -0.866 -2.096 0.094
H -5.895 0.018 -0.717 0.122
H -5.730 2.059 -0.923 0.116
H -4.349 2.379 0.039 0.118
H -5.388 3.687 -2.380 0.115
H -3.649 3.592 -2.499 0.098
H -3.479 4.877 -0.268 0.114
H -5.327 4.850 -0.259 0.147
H -3.729 1.838 -3.666 0.105
H -4.027 0.138 -3.759 0.106
H -6.516 1.525 -2.763 0.114
H -5.882 2.073 -4.318 0.137
H -1.877 2.576 -2.263 0.106
H -0.533 1.614 -1.759 0.114
H -0.295 0.483 -3.668 0.110
H -1.981 0.597 -4.251 0.094
H -0.056 2.955 -3.766 0.124
H -1.661 3.070 -4.479 0.121
H 0.414 1.473 -5.640 0.090
H -1.434 0.354 0.607 0.105
H -3.110 0.846 0.703 0.106
H -2.310 3.182 -0.238 0.103
H -0.694 2.574 0.107 0.103
C 5.623 7.156 -0.257 -0.110
O 6.431 6.537 -1.245 -0.191
C 7.679 6.090 -0.733 -0.204
C 7.673 4.594 -0.484 -0.204
O 6.781 4.246 0.567 -0.188
C 5.552 3.725 0.093 -0.115
H 4.616 7.259 -0.661 0.088
H 5.572 6.561 0.658 0.084
H 6.012 8.153 -0.025 0.089
H 7.945 6.634 0.178 0.126
H 8.435 6.315 -1.493 0.125
H 8.675 4.286 -0.168 0.125
H 7.427 4.048 -1.400 0.125
H 5.696 2.701 -0.271 0.089
H 5.129 4.341 -0.705 0.085
H 4.850 3.705 0.925 0.078
C 6.840 -2.833 0.573 -0.113
O 7.215 -3.587 1.713 -0.190
C 6.647 -3.084 2.915 -0.203
C 5.452 -3.909 3.354 -0.207
O 4.368 -3.782 2.442 -0.201
C 4.257 -4.899 1.573 -0.102
H 7.117 -3.402 -0.314 0.088
H 5.764 -2.646 0.545 0.082
H 7.379 -1.879 0.560 0.088
H 6.372 -2.031 2.806 0.126
H 7.421 -3.152 3.686 0.125
H 5.102 -3.531 4.321 0.124
H 5.731 -4.959 3.485 0.125
H 3.844 -5.754 2.120 0.082
H 5.221 -5.173 1.137 0.086
H 3.573 -4.638 0.766 0.080
C 2.572 -6.438 5.091 -0.106
O 2.349 -7.348 4.025 -0.201
C 2.752 -8.672 4.349 -0.204
C 1.563 -9.543 4.709 -0.205
O 0.953 -9.116 5.919 -0.192
C -0.230 -8.363 5.703 -0.109
H 2.041 -5.513 4.867 0.090
H 2.205 -6.829 6.042 0.085
H 3.643 -6.218 5.172 0.083
H 3.490 -8.668 5.157 0.126
H 3.232 -9.088 3.457 0.124
H 1.915 -10.566 4.872 0.124
H 0.835 -9.563 3.892 0.126
H -1.046 -9.028 5.399 0.089
H -0.087 -7.590 4.945 0.084
H -0.501 -7.885 6.643 0.089
```

Computed properties:
- SMILES: CCCC[C@@]1(C[C@@H]2CO2)OS(=O)(=O)C[C@](CCCC(F)(F)C(F)(F)F)(CCC(F)=C(F)F)[C@@]1(CCCO)CCC(F)(F)C(F)(F)C(F)(F)C(F)(F)F.COCCOC.COCCOC.COCCOC
- E_LUMO: 0.02 eV
- Maximum force: 4.55 eV/Å
- E_HOMO: -0.3410 Eh

=====

What is the maximum force in the second record?
4.55 eV/Å

=====

Which of these has the highest maximum force?
C41H66IIrP2SeSi2

=====

Look up the maximum force of the second one.
4.55 eV/Å